# 1
# C19H16BCuF2I2NO2

A molecular structure, C19H16BCuF2I2NO2 (ωB97M-V with the def2-TZVPD basis set, OMol25).

Last column: Löwdin charge in e.
Positions of all 44 atoms, in Å:
Cu1 0.90423 -0.75271 3.02223  0.3347
I1 -1.36084 3.64146 0.87094  0.9632
C1 -1.68280 1.62125 0.52328  -0.6390
C2 -2.66423 1.24236 -0.39121  -0.2686
C3 -2.94666 -0.07428 -0.64733  -0.7023
I2 -4.41856 -0.52797 -2.04463  0.8565
C4 -2.24258 -1.09173 0.05132  -0.2240
C5 -2.46512 -2.47757 -0.11188  -0.0601
C6 -1.72635 -3.37625 0.60184  -0.0599
C7 -0.74675 -2.89809 1.48569  -0.1295
N1 -0.51312 -1.62159 1.66097  0.0910
C8 -1.24407 -0.71199 0.97075  -0.1242
C9 -0.90001 0.69298 1.23655  -0.4567
O1 0.02518 0.97945 2.02816  -0.1081
H1 -3.21451 2.01746 -0.90867  0.0690
H2 -3.22726 -2.81208 -0.80412  0.0504
H3 -1.88162 -4.44018 0.49470  0.0986
H4 -0.13246 -3.58212 2.05868  0.1146
F1 2.70577 -0.97574 5.41370  0.0468
B1 1.44534 -1.03035 4.90546  -0.6678
F2 0.57865 -1.29926 5.91596  0.0480
C10 -0.93799 1.59123 -3.41097  -0.0456
C11 0.07420 1.19499 -2.37284  -0.2645
C12 0.33776 -0.14138 -2.11158  -0.0124
C13 1.22111 -0.53836 -1.11559  -0.1876
C14 1.47289 -2.02048 -0.98444  -0.0315
C15 1.85952 0.45616 -0.35241  -0.1057
C16 2.69730 0.10791 0.83122  -0.1669
O2 2.57517 -0.94668 1.42940  -0.0216
C17 1.62160 1.81167 -0.61636  -0.2230
C18 2.21802 2.95072 0.16834  -0.0650
C19 0.73827 2.15578 -1.63176  -0.0529
H5 -1.50779 0.72896 -3.75344  0.0619
H6 -0.45653 2.04677 -4.27895  0.0788
H7 -1.64024 2.31988 -2.99860  0.0760
H8 -0.18131 -0.90726 -2.67496  0.1196
H9 0.59432 -2.56829 -1.33077  0.0741
H10 1.69842 -2.33350 0.02591  0.0573
H11 2.31158 -2.30032 -1.62910  0.0881
H12 3.41754 0.86368 1.18360  0.1262
H13 2.56157 2.68489 1.16351  0.0706
H14 1.45734 3.72041 0.29658  0.0017
H15 3.05830 3.39795 -0.37066  0.0849
H16 0.51675 3.20224 -1.79849  0.1050

HOMO = -3.854 eV
LUMO = 2.115 eV
Energy above the lowest of the compared OMol25 structures with the same formula, charge and spin = 53.5 kJ/mol
Total charge = -1

---

# 2
# C19H16Br3N3O6

A molecular structure, C19H16Br3N3O6 at a distorted geometry (ωB97M-V with the def2-TZVPD basis set, OMol25).

Last column: Löwdin charge in e.
Positions of all 47 atoms, in Å:
C1 -4.01996 23.73511 -16.28449  -1.5054
Br1 -5.87981 24.07527 -16.76099  0.6068
Br2 -3.14729 25.42341 -15.81237  0.6479
Br3 -3.11892 22.97740 -17.86012  0.5914
H1 -3.99969 23.03841 -15.45806  -0.0315
C2 -2.42314 19.90819 -19.78343  -0.0835
C3 -2.46380 18.52957 -19.93111  -0.0583
C4 -2.21748 17.98199 -21.18521  -0.0016
C5 -1.92968 18.78980 -22.27120  -0.1546
C6 -1.93433 20.18266 -22.11717  0.0045
C7 -2.13846 20.73686 -20.86982  -0.0698
N1 -1.52530 18.24876 -23.53519  -0.3604
O1 -1.38768 18.98928 -24.48963  0.0809
O2 -1.32701 17.04609 -23.59168  0.0756
H2 -2.63810 20.33657 -18.81247  0.0461
H3 -2.67994 17.84701 -19.12316  0.1083
H4 -2.23144 16.90809 -21.30531  0.1193
H5 -1.78266 20.88623 -22.92316  0.1199
H6 -2.19063 21.80935 -20.74516  0.0921
C8 -6.44441 27.99004 -13.21537  -0.0408
C9 -5.24456 27.91968 -12.48478  -0.0530
C10 -4.62130 26.71657 -12.27109  -0.0060
C11 -5.08042 25.60102 -12.96758  -0.1706
C12 -6.24466 25.63137 -13.71097  -0.0548
C13 -6.92122 26.84168 -13.82421  -0.0613
N2 -4.39798 24.31881 -12.79001  -0.3473
O3 -4.92107 23.31666 -13.21638  0.0674
O4 -3.31320 24.33543 -12.25651  0.0636
H7 -6.99759 28.91724 -13.24079  0.1097
H8 -4.92693 28.81816 -11.97134  0.1021
H9 -3.69234 26.65573 -11.71992  0.0631
H10 -6.66681 24.71844 -14.09583  0.0748
H11 -7.84794 26.87674 -14.38252  0.1098
C14 -2.03889 27.23107 -10.29793  -0.0630
C15 -1.83182 26.38298 -11.39314  -0.0999
C16 -1.81159 27.00771 -12.61331  -0.0443
C17 -2.15807 28.34799 -12.77193  -0.1605
C18 -2.44129 29.15157 -11.68498  -0.0231
C19 -2.36630 28.56577 -10.42677  -0.0603
N3 -2.25205 28.90431 -14.13743  -0.3290
O5 -1.51823 28.44667 -15.00282  0.0617
O6 -3.10011 29.77004 -14.30848  0.0809
H12 -1.91631 26.86213 -9.28361  0.1154
H13 -1.63367 25.33297 -11.25563  0.1117
H14 -1.67337 26.42964 -13.52173  0.0859
H15 -2.75099 30.18541 -11.74736  0.1269
H16 -2.53716 29.17458 -9.54982  0.1130

HOMO = -9.854 eV
LUMO = -0.764 eV
Energy above the lowest of the compared OMol25 structures with the same formula, charge and spin = 92.7 kJ/mol

---

# 3
# C19H16Cl2FeO3Zn

A molecular structure, C19H16Cl2FeO3Zn at a distorted geometry (ωB97M-V with the def2-TZVPD basis set, OMol25).

Last column: Löwdin charge in e.
Positions of all 42 atoms, in Å:
O1 0.31980 3.54081 -4.65964  0.0009
C1 0.08336 2.51247 -4.16234  -0.2425
Fe1 -0.33154 1.36993 -2.92950  0.0079
C2 -1.59534 2.33527 -2.11867  -0.1894
O2 -2.17770 3.07310 -1.43000  0.0448
C3 0.93107 1.90557 -1.77290  -0.1797
O3 1.75574 2.47221 -1.17319  0.0563
C4 0.80526 -0.26728 -3.30797  -0.2862
C5 1.36611 -1.34854 -2.38653  -0.2109
C6 0.32649 -2.22195 -1.63247  -0.2084
C7 -0.79888 -1.44928 -0.99059  -0.1804
C8 -1.52689 -0.50889 -1.72586  -0.1684
C9 -1.60287 -0.26867 -3.17883  -0.2037
C10 -0.45033 -0.45165 -3.98080  -0.1915
H1 1.63556 0.22849 -3.85534  0.0932
H2 1.99420 -2.02085 -3.03683  0.0970
H3 2.11175 -0.87319 -1.71185  0.0992
H4 -0.07508 -2.95911 -2.37914  0.1053
H5 0.85106 -2.83446 -0.86761  0.0824
H6 -1.34032 -1.91133 -0.15408  0.1031
H7 -2.35719 -0.04227 -1.16199  0.1004
H8 -2.59591 -0.03804 -3.61865  0.1020
H9 -0.46242 -0.54328 -5.07669  0.0952
Cl1 4.78631 -2.51571 5.22756  -0.1273
Zn1 4.53955 -0.43317 4.88994  0.1994
Cl2 4.35015 1.67365 4.75763  -0.1022
C11 0.18762 -1.72636 2.78731  -0.1407
C12 0.81510 -1.58610 1.52385  -0.1649
C13 0.29688 -0.40523 0.88705  -0.1339
C14 -0.47728 0.31932 1.88481  -0.1994
C15 -0.59813 -0.55250 3.04695  -0.2487
C16 -1.35920 -0.17314 4.17068  -0.1034
C17 -1.94488 1.10342 4.20228  -0.1721
C18 -1.75977 1.96645 3.09627  -0.1652
C19 -1.06060 1.59069 1.94101  -0.0601
H10 0.25159 -2.57199 3.48743  0.0568
H11 1.54854 -2.27063 1.09910  0.0659
H12 0.62990 0.09631 -0.02450  0.0667
H13 -1.44671 -0.87263 5.00749  0.0801
H14 -2.54945 1.40513 5.06202  0.0621
H15 -2.14502 2.98027 3.17922  0.0644
H16 -0.93052 2.27316 1.08539  0.0958

HOMO = 0.832 eV
LUMO = 3.264 eV
Energy above the lowest of the compared OMol25 structures with the same formula, charge and spin = 0.0 kJ/mol
Total charge = -2

---

# 4
# C19H16Cl2N4O3S2

C19H16Cl2N4O3S2 in the gas phase at a distorted geometry (ωB97M-V with the def2-TZVPD basis set, OMol25).

Last column: Löwdin charge in e.
Positions of all 46 atoms, in Å:
O1 3.23843 3.53135 -0.69369  0.1078
C1 2.34228 2.80422 -0.34457  -0.4318
C2 2.50112 1.75720 0.74600  -0.0065
N1 3.38145 0.71742 0.25119  0.0821
C3 4.49023 0.27783 0.94483  -0.3799
O2 4.82736 0.69542 2.01886  0.1275
C4 5.15278 -0.81095 0.12072  -0.1548
C5 5.19575 -2.10288 0.95946  -0.1280
C6 3.81627 -2.67288 1.07645  -0.0865
C7 3.06956 -2.76885 -0.01258  -0.0859
C8 3.63511 -2.30744 -1.31973  -0.1266
C9 4.29641 -0.92660 -1.14292  -0.1531
C10 3.20485 0.11117 -0.96836  -0.3716
O3 2.31761 0.37805 -1.73896  0.1288
N2 1.11483 2.89924 -0.96113  0.1046
C11 0.02510 2.08234 -0.88561  -0.6099
N3 -0.27886 1.27157 0.06620  0.0019
N4 -1.40449 0.60097 -0.12539  -0.0753
C12 -2.00755 0.89291 -1.22571  -0.9912
S1 -3.49620 0.21218 -1.77012  0.9243
C13 -4.01621 -0.69961 -0.25145  -0.4185
C14 -5.32336 -0.17570 0.23418  -0.3403
C15 -5.40005 1.00807 0.97192  -0.5972
Cl1 -3.95530 1.87947 1.34240  0.7578
C16 -6.60980 1.51338 1.41927  -0.1010
C17 -7.78115 0.83922 1.12657  -0.0725
C18 -7.74440 -0.32988 0.38902  -0.1054
C19 -6.52700 -0.82226 -0.05296  -0.6047
Cl2 -6.52791 -2.27771 -0.98315  0.7236
S2 -1.16811 2.09690 -2.19441  1.0461
H1 3.00180 2.20447 1.60992  0.1431
H2 1.53519 1.33299 1.02957  0.1081
H3 6.17624 -0.49788 -0.10155  0.1599
H4 5.85108 -2.82352 0.46129  0.1248
H5 5.61694 -1.87403 1.93821  0.1173
H6 3.46466 -2.98017 2.04811  0.1060
H7 2.06486 -3.15934 0.00672  0.1061
H8 4.39291 -3.01771 -1.66371  0.1249
H9 2.86235 -2.23257 -2.08478  0.1168
H10 4.85877 -0.68463 -2.04856  0.1600
H11 1.11166 3.55234 -1.73759  0.1501
H12 -4.08714 -1.74872 -0.52928  0.0471
H13 -3.21312 -0.54201 0.46611  0.0545
H14 -6.62645 2.42887 1.98830  0.1045
H15 -8.72635 1.22823 1.47065  0.1089
H16 -8.65217 -0.86046 0.15027  0.1038

HOMO = -8.490 eV
LUMO = 0.435 eV

---

# 5
# C19H16ClN3O3

C19H16ClN3O3 in the gas phase at a distorted geometry (ωB97M-V with the def2-TZVPD basis set, OMol25).

Last column: Löwdin charge in e.
Positions of all 42 atoms, in Å:
C1 2.51471 0.21191 2.20819  -0.0012
C2 2.00880 -1.19801 1.98940  -0.4742
C3 3.21737 -2.12711 2.25036  -0.0032
O1 0.99023 -1.46472 2.98313  0.0200
C4 -0.31606 -1.20788 2.69273  -0.1951
C5 -1.25339 -1.25640 3.74544  0.0291
C6 -2.62818 -1.05692 3.51327  -0.0084
C7 -3.03815 -0.73712 2.21859  -0.2352
C8 -4.40268 -0.42777 1.94119  -0.1900
N1 -5.50379 -0.14669 1.76985  0.1584
C9 -2.12114 -0.70773 1.17454  0.0394
C10 -0.77677 -0.96529 1.39276  -0.0864
C11 0.19414 -0.86293 0.23177  -0.2104
N2 0.34389 0.52627 -0.18008  0.1340
C12 -0.04966 1.05529 -1.41577  -0.3146
N3 -0.42015 0.35786 -2.44946  0.1936
C13 -0.50561 1.31181 -3.43378  -0.2417
C14 -0.86692 1.11026 -4.77401  -0.0351
C15 -0.88405 2.17484 -5.66556  -0.6377
Cl1 -1.33423 1.86390 -7.36266  0.6142
C16 -0.56413 3.43629 -5.18906  -0.1102
C17 -0.29949 3.68065 -3.81930  0.0145
C18 -0.21445 2.57891 -2.95315  -0.1939
O2 0.04095 2.42933 -1.60782  0.1267
C19 1.49062 -1.55473 0.57975  -0.2444
O3 1.24530 -2.97221 0.49673  -0.0088
H1 1.71105 0.92187 2.10139  0.0700
H2 2.89146 0.31484 3.24144  0.1079
H3 3.30651 0.44890 1.51835  0.0936
H4 4.03112 -1.85858 1.55340  0.1078
H5 3.49252 -2.05911 3.30625  0.0950
H6 2.97682 -3.16308 2.10695  0.0741
H7 -0.93228 -1.46075 4.77508  0.1254
H8 -3.34790 -1.07505 4.34797  0.1304
H9 -2.42968 -0.45655 0.19352  0.1257
H10 -0.26110 -1.36245 -0.64653  0.1629
H11 0.40719 1.22524 0.55135  0.1368
H12 -1.04665 0.09600 -5.14327  0.1169
H13 -0.55242 4.27587 -5.89231  0.1079
H14 -0.05965 4.67275 -3.43479  0.1161
H15 2.24545 -1.29225 -0.16834  0.1708
H16 0.70039 -3.27947 1.25252  0.1195

HOMO = -8.510 eV
LUMO = 0.369 eV
Energy above the lowest of the compared OMol25 structures with the same formula, charge and spin = 5.1 kJ/mol